[1]
{
  "formula": "C50H40Cl2N5OP2RuS2",
  "method": "wB97M-V/def2-TZVPD",
  "homo_energy_ha": [-0.1864, -0.2670],
  "multiplicity": 6,
  "homo_lumo_gap_ev": [5.5, 5.6],
  "species": ["Ru", "O", "S", "C", "C", "C", "C", "C", "C", "P", "C", "C", "C", "C", "C", "C", "C", "C", "C", "C", "C", "C", "C", "C", "C", "C", "C", "C", "P", "C", "C", "C", "C", "C", "C", "C", "C", "C", "C", "C", "C", "H", "H", "H", "H", "H", "H", "H", "H", "H", "H", "H", "H", "H", "H", "H", "H", "H", "H", "H", "H", "H", "H", "H", "H", "H", "H", "H", "H", "C", "C", "N", "N", "C", "N", "S", "C", "C", "C", "C", "C", "N", "H", "H", "H", "H", "H", "H", "H", "H", "H", "Cl", "C", "C", "C", "C", "C", "Cl", "C", "N", "H", "H", "H"],
  "coordinates": [[0.18, 0.83, 0.56], [-1.09, 3.49, -0.77], [-0.99, 2.02, -1.02], [-0.11, 1.94, -2.61], [-0.78, 2.23, -3.81], [-0.06, 2.49, -4.96], [1.33, 2.52, -4.93], [1.99, 2.21, -3.75], [1.29, 1.89, -2.59], [2.21, 1.37, -1.09], [3.28, 0.02, -1.69], [4.27, -0.42, -0.80], [5.13, -1.45, -1.13], [5.00, -2.09, -2.36], [4.00, -1.70, -3.23], [3.14, -0.65, -2.90], [3.35, 2.80, -0.93], [4.73, 2.77, -1.13], [5.49, 3.93, -0.97], [4.88, 5.12, -0.62], [3.51, 5.17, -0.44], [2.75, 4.02, -0.59], [-2.64, 1.51, -1.49], [-3.42, 2.50, -2.10], [-4.71, 2.19, -2.49], [-5.21, 0.91, -2.26], [-4.45, -0.03, -1.59], [-3.15, 0.26, -1.16], [-2.28, -0.71, 0.39], [-2.98, -2.35, -0.04], [-3.44, -3.22, 0.95], [-3.97, -4.46, 0.63], [-4.02, -4.88, -0.70], [-3.54, -4.03, -1.69], [-3.04, -2.78, -1.36], [-3.53, 0.14, 1.47], [-4.73, -0.44, 1.88], [-5.63, 0.29, 2.65], [-5.36, 1.60, 3.01], [-4.18, 2.19, 2.59], [-3.27, 1.46, 1.83], [-1.85, 2.24, -3.84], [-0.59, 2.71, -5.88], [1.89, 2.76, -5.82], [3.07, 2.22, -3.73], [4.37, 0.07, 0.17], [5.90, -1.76, -0.43], [5.66, -2.90, -2.63], [3.87, -2.21, -4.18], [2.36, -0.37, -3.59], [5.22, 1.85, -1.41], [6.56, 3.89, -1.13], [5.48, 6.02, -0.49], [3.02, 6.10, -0.17], [1.68, 4.06, -0.44], [-3.01, 3.49, -2.23], [-5.32, 2.94, -2.97], [-6.22, 0.66, -2.57], [-4.89, -0.99, -1.35], [-3.37, -2.93, 1.99], [-4.33, -5.12, 1.41], [-4.42, -5.85, -0.96], [-3.56, -4.35, -2.73], [-2.70, -2.12, -2.15], [-4.99, -1.44, 1.59], [-6.56, -0.18, 2.96], [-6.06, 2.16, 3.62], [-3.96, 3.22, 2.84], [-2.35, 1.94, 1.52], [3.11, -1.70, 2.51], [2.08, -1.13, 1.60], [1.55, 0.07, 1.86], [2.08, 0.79, 2.91], [1.65, 2.00, 2.95], [2.14, 2.84, 3.94], [0.52, 2.74, 1.81], [1.63, -1.75, 0.42], [2.12, -3.00, -0.08], [1.66, -3.50, -1.26], [0.68, -2.79, -2.01], [0.24, -1.60, -1.50], [0.68, -1.07, -0.34], [2.69, -1.88, 3.50], [3.51, -2.64, 2.13], [3.93, -1.00, 2.64], [2.57, 2.38, 4.72], [1.59, 3.65, 4.14], [2.85, -3.55, 0.49], [2.04, -4.45, -1.62], [0.30, -3.17, -2.94], [-0.49, -1.01, -2.04], [-0.27, -4.05, 1.81], [-0.36, -2.97, 3.15], [0.13, -3.42, 4.35], [0.16, -2.57, 5.45], [-0.29, -1.26, 5.33], [-0.74, -0.80, 4.12], [-1.33, 0.82, 4.05], [-0.83, -1.62, 2.95], [-1.23, -1.18, 1.77], [0.49, -4.43, 4.43], [0.53, -2.93, 6.40], [-0.28, -0.59, 6.18]]
}

---

[2]
{
  "formula": "C50H41BrIN6O2SSiTa",
  "method": "wB97M-V/def2-TZVPD",
  "homo_energy_ha": -0.2830,
  "multiplicity": 1,
  "homo_lumo_gap_ev": 7.2,
  "species": ["Ta", "N", "C", "S", "N", "N", "C", "C", "C", "C", "C", "C", "C", "C", "C", "C", "C", "C", "N", "H", "H", "H", "H", "H", "H", "H", "H", "H", "H", "H", "C", "C", "C", "C", "C", "C", "C", "C", "H", "H", "H", "H", "H", "C", "H", "H", "H", "C", "C", "C", "C", "C", "C", "Si", "C", "C", "C", "C", "C", "C", "C", "C", "C", "C", "C", "C", "H", "H", "H", "H", "H", "H", "H", "H", "H", "H", "H", "H", "H", "H", "H", "I", "C", "C", "N", "N", "C", "H", "H", "H", "Br", "C", "C", "C", "C", "C", "C", "C", "O", "O", "H", "H", "H", "H"],
  "coordinates": [[0.48, -0.28, -0.08], [-2.65, -1.10, 3.04], [-1.75, -0.30, 2.44], [-2.07, 0.14, 0.78], [-0.77, 0.18, 3.11], [0.18, 0.84, 2.40], [0.63, 1.94, 2.90], [0.00, 2.57, 4.09], [0.03, 1.96, 5.34], [-0.63, 2.53, 6.41], [-1.34, 3.72, 6.24], [-1.38, 4.32, 4.99], [-0.71, 3.75, 3.92], [1.78, 2.59, 2.25], [2.40, 3.69, 2.86], [3.49, 4.27, 2.24], [3.96, 3.73, 1.05], [3.30, 2.62, 0.54], [2.24, 2.07, 1.11], [-3.35, -1.54, 2.47], [-2.45, -1.47, 3.95], [0.57, 1.03, 5.46], [-0.60, 2.05, 7.38], [-1.85, 4.16, 7.08], [-1.95, 5.23, 4.85], [-0.75, 4.22, 2.94], [2.03, 4.06, 3.80], [3.97, 5.13, 2.69], [4.80, 4.16, 0.53], [3.64, 2.16, -0.38], [0.27, -2.13, 0.98], [0.30, -3.20, 1.54], [0.41, -4.50, 2.14], [0.39, -5.63, 1.31], [0.57, -6.89, 1.85], [0.78, -7.04, 3.22], [0.79, -5.92, 4.04], [0.60, -4.66, 3.51], [0.23, -5.50, 0.25], [0.55, -7.75, 1.20], [0.93, -8.03, 3.63], [0.95, -6.04, 5.11], [0.60, -3.79, 4.15], [2.03, -1.48, -1.30], [1.57, -2.04, -2.11], [2.57, -2.20, -0.68], [2.74, -0.78, -1.75], [-3.62, 2.99, -3.86], [-2.64, 2.41, -4.64], [-1.91, 1.33, -4.16], [-2.13, 0.82, -2.88], [-3.11, 1.44, -2.10], [-3.86, 2.50, -2.58], [-1.17, -0.70, -2.26], [-2.37, -2.07, -1.77], [-3.76, -1.89, -1.81], [-4.62, -2.87, -1.33], [-4.12, -4.05, -0.82], [-2.75, -4.27, -0.81], [-1.89, -3.29, -1.27], [-0.16, -1.32, -3.75], [-0.39, -2.58, -4.31], [0.34, -3.03, -5.40], [1.33, -2.23, -5.95], [1.58, -0.98, -5.40], [0.85, -0.53, -4.32], [-4.21, 3.82, -4.25], [-2.45, 2.78, -5.64], [-1.18, 0.87, -4.80], [-3.31, 1.09, -1.09], [-4.63, 2.95, -1.97], [-4.16, -0.97, -2.21], [-5.69, -2.70, -1.36], [-4.79, -4.82, -0.45], [-2.35, -5.20, -0.42], [-0.82, -3.45, -1.24], [-1.17, -3.21, -3.88], [0.14, -4.00, -5.82], [1.90, -2.58, -6.80], [2.36, -0.35, -5.82], [1.07, 0.44, -3.90], [4.09, -2.87, 5.04], [3.80, -1.86, 3.25], [4.69, -1.74, 2.21], [4.06, -1.02, 1.26], [2.82, -0.68, 1.62], [2.63, -1.19, 2.83], [5.70, -2.09, 2.10], [4.40, -0.75, 0.36], [1.70, -1.06, 3.35], [-2.40, 5.64, -0.89], [-1.05, 4.92, -2.01], [-0.72, 5.57, -3.18], [0.28, 5.05, -3.99], [0.96, 3.90, -3.61], [0.62, 3.26, -2.43], [-0.41, 3.75, -1.62], [1.38, 2.06, -1.98], [2.50, 1.83, -2.38], [0.77, 1.31, -1.08], [-1.23, 6.48, -3.45], [0.53, 5.54, -4.92], [1.75, 3.49, -4.22], [-0.69, 3.24, -0.71]]
}

---

[3]
{
  "formula": "C50H41NO3P2PtS",
  "method": "wB97M-V/def2-TZVPD",
  "homo_energy_ha": [-0.5960, -0.6587],
  "multiplicity": 5,
  "charge": 4,
  "homo_lumo_gap_ev": [6.0, 3.8],
  "species": ["Pt", "O", "S", "C", "C", "C", "C", "C", "C", "P", "C", "C", "C", "C", "C", "C", "C", "C", "C", "C", "C", "C", "C", "C", "C", "C", "C", "C", "P", "C", "C", "C", "C", "C", "C", "C", "C", "C", "C", "C", "C", "H", "H", "H", "H", "H", "H", "H", "H", "H", "H", "H", "H", "H", "H", "H", "H", "H", "H", "H", "H", "H", "H", "H", "H", "H", "H", "H", "H", "C", "O", "C", "C", "C", "C", "C", "C", "N", "C", "C", "C", "C", "C", "C", "C", "O", "H", "H", "H", "H", "H", "H", "H", "H", "H", "H", "H", "H", "H"],
  "coordinates": [[0.25, 1.21, -0.32], [0.79, 4.10, -1.19], [0.25, 3.39, -0.02], [1.34, 3.65, 1.37], [1.04, 4.55, 2.39], [1.94, 4.64, 3.50], [3.07, 3.84, 3.47], [3.32, 2.89, 2.48], [2.47, 2.79, 1.37], [2.52, 1.44, 0.17], [3.40, 0.00, 0.89], [4.72, -0.28, 0.66], [5.29, -1.34, 1.37], [4.59, -2.06, 2.30], [3.24, -1.76, 2.56], [2.64, -0.78, 1.76], [3.52, 2.06, -1.23], [3.87, 1.07, -2.21], [4.50, 1.41, -3.43], [4.87, 2.73, -3.65], [4.43, 3.67, -2.71], [3.81, 3.38, -1.48], [-1.36, 3.95, 0.45], [-1.57, 5.29, 0.64], [-2.79, 5.66, 1.23], [-3.80, 4.67, 1.34], [-3.62, 3.35, 0.94], [-2.36, 2.98, 0.50], [-2.04, 1.34, -0.23], [-2.96, 1.42, -1.74], [-2.35, 2.12, -2.80], [-3.10, 2.70, -3.80], [-4.48, 2.51, -3.76], [-5.10, 1.81, -2.73], [-4.32, 1.28, -1.73], [-2.68, 0.02, 0.84], [-2.42, 0.27, 2.18], [-2.72, -0.75, 3.12], [-3.19, -1.97, 2.68], [-3.42, -2.19, 1.31], [-3.24, -1.15, 0.40], [0.16, 5.17, 2.39], [1.68, 5.27, 4.37], [3.80, 3.96, 4.26], [4.19, 2.24, 2.51], [5.34, 0.31, -0.04], [6.31, -1.54, 1.25], [5.10, -2.82, 2.91], [2.67, -2.29, 3.32], [1.57, -0.63, 1.96], [3.62, 0.06, -1.86], [4.81, 0.71, -4.23], [5.41, 3.03, -4.56], [4.66, 4.72, -2.96], [3.47, 4.16, -0.81], [-0.77, 5.94, 0.42], [-3.03, 6.69, 1.34], [-4.81, 4.96, 1.64], [-4.43, 2.66, 1.07], [-1.24, 2.34, -2.75], [-2.64, 3.32, -4.58], [-5.07, 3.00, -4.56], [-6.19, 1.83, -2.70], [-4.79, 0.82, -0.88], [-2.09, 1.24, 2.49], [-2.47, -0.60, 4.14], [-3.34, -2.79, 3.39], [-3.91, -3.10, 0.92], [-3.49, -1.24, -0.66], [-1.15, -4.84, 3.82], [-0.99, -4.48, 2.42], [-1.65, -5.15, 1.52], [-2.53, -6.17, 1.81], [-3.00, -6.96, 0.77], [-2.62, -6.66, -0.57], [-1.82, -5.58, -0.92], [-1.34, -4.80, 0.15], [-0.46, -3.75, -0.09], [0.29, -3.84, -1.27], [0.97, -2.83, -1.93], [1.70, -3.34, -3.08], [2.08, -2.42, -4.11], [1.98, -1.07, -4.03], [1.30, -0.55, -2.92], [0.85, -1.37, -1.82], [0.29, -0.88, -0.80], [-1.06, -5.95, 3.93], [-2.09, -4.47, 4.15], [-0.40, -4.27, 4.35], [-2.81, -6.31, 2.83], [-3.73, -7.74, 1.01], [-3.05, -7.33, -1.28], [-1.64, -5.35, -1.94], [-0.28, -3.08, 0.64], [0.40, -4.94, -1.59], [1.84, -4.45, -3.11], [2.57, -2.83, -5.00], [2.29, -0.40, -4.80], [1.14, 0.49, -2.81]]
}

---

[4]
{
  "formula": "C50H43Cl4CuF12N9O22S4",
  "method": "wB97M-V/def2-TZVPD",
  "homo_energy_ha": [-0.1213, -0.2369],
  "multiplicity": 3,
  "charge": -1,
  "homo_lumo_gap_ev": [3.5, 5.1],
  "species": ["Cu", "C", "F", "F", "F", "S", "O", "O", "N", "S", "O", "O", "C", "F", "F", "F", "C", "F", "F", "F", "S", "O", "O", "N", "S", "O", "O", "C", "F", "F", "F", "Cl", "C", "C", "Cl", "H", "H", "H", "H", "Cl", "C", "C", "Cl", "H", "H", "H", "H", "C", "C", "C", "C", "C", "C", "N", "O", "O", "H", "H", "H", "H", "H", "C", "C", "C", "C", "C", "C", "N", "O", "O", "H", "H", "H", "H", "H", "C", "C", "C", "C", "C", "C", "N", "O", "O", "H", "H", "H", "H", "H", "C", "C", "C", "C", "C", "C", "N", "O", "O", "H", "H", "H", "H", "H", "C", "C", "C", "C", "C", "C", "N", "O", "O", "H", "H", "H", "H", "H", "C", "C", "C", "C", "C", "C", "N", "O", "O", "H", "H", "H", "H", "H", "C", "C", "C", "C", "C", "C", "N", "O", "O", "H", "H", "H", "H", "H"],
  "coordinates": [[-1.50, 1.99, -1.91], [-1.48, 2.73, -6.36], [-1.79, 2.10, -7.49], [-0.17, 2.75, -6.23], [-2.02, 3.98, -6.48], [-2.20, 1.72, -4.88], [-3.38, 0.94, -5.29], [-1.09, 0.95, -4.44], [-2.41, 2.88, -3.53], [-3.76, 3.63, -3.89], [-4.20, 3.58, -5.27], [-4.74, 3.32, -2.82], [-3.14, 5.45, -3.58], [-2.71, 5.61, -2.34], [-2.19, 5.81, -4.47], [-4.20, 6.26, -3.72], [-1.88, 0.27, 2.07], [-1.36, -0.20, 3.25], [-2.07, -0.80, 1.18], [-3.01, 0.95, 2.33], [-0.56, 1.59, 1.35], [-1.21, 2.91, 1.41], [0.60, 1.55, 2.20], [-0.36, 1.18, -0.36], [0.90, 0.08, -0.30], [2.21, 0.68, -0.35], [0.75, -0.89, 0.75], [0.75, -0.97, -1.92], [-0.46, -1.61, -1.88], [0.77, -0.14, -2.89], [1.72, -1.85, -2.00], [5.25, 3.55, 1.30], [3.67, 3.02, 1.98], [4.03, 1.99, 2.97], [4.16, 2.70, 4.59], [3.19, 2.58, 1.10], [3.10, 3.85, 2.41], [4.91, 1.42, 2.67], [3.09, 1.47, 3.14], [-0.36, -4.03, -0.21], [-0.41, -4.73, 1.46], [0.19, -3.71, 2.39], [-0.05, -4.15, 4.15], [0.10, -5.69, 1.47], [-1.46, -4.93, 1.70], [-0.23, -2.75, 2.12], [1.25, -3.67, 2.13], [-4.41, -4.68, -2.98], [-3.56, -4.16, -1.96], [-3.49, -2.73, -1.76], [-4.19, -1.90, -2.61], [-5.00, -2.44, -3.60], [-5.10, -3.82, -3.80], [-3.98, -0.46, -2.40], [-4.88, 0.28, -2.91], [-2.92, -0.04, -1.97], [-4.43, -5.75, -3.14], [-3.04, -4.92, -1.40], [-2.87, -2.30, -0.99], [-5.38, -1.73, -4.32], [-5.68, -4.23, -4.62], [5.29, -1.36, -3.80], [4.63, -0.65, -2.79], [5.25, -0.32, -1.57], [6.58, -0.67, -1.31], [7.13, -1.50, -2.32], [6.55, -1.83, -3.53], [7.32, -0.34, -0.05], [8.50, -0.64, 0.05], [6.79, 0.39, 0.80], [4.79, -1.52, -4.74], [3.61, -0.32, -2.90], [4.69, 0.29, -0.87], [8.09, -1.93, -2.06], [7.17, -2.41, -4.19], [2.62, -5.90, -1.18], [3.56, -6.95, -1.16], [4.91, -6.64, -1.00], [5.32, -5.36, -0.75], [4.36, -4.31, -0.77], [3.03, -4.58, -0.92], [6.78, -5.07, -0.56], [7.64, -5.97, -0.63], [6.94, -3.95, -0.20], [1.56, -6.09, -1.22], [3.17, -7.95, -1.18], [5.69, -7.39, -1.05], [4.74, -3.30, -0.66], [2.34, -3.76, -0.80], [2.58, 6.46, -5.29], [3.57, 5.70, -4.67], [3.24, 4.55, -3.90], [1.89, 4.08, -3.93], [0.89, 4.92, -4.45], [1.23, 6.14, -5.05], [1.64, 2.86, -3.23], [0.59, 2.67, -2.69], [2.48, 1.96, -3.17], [2.76, 7.40, -5.78], [4.58, 6.06, -4.74], [4.04, 4.10, -3.35], [-0.12, 4.59, -4.25], [0.39, 6.72, -5.39], [0.10, -1.18, 6.01], [1.18, -0.53, 5.58], [1.93, 0.29, 6.43], [1.57, 0.56, 7.72], [0.45, -0.13, 8.21], [-0.23, -1.03, 7.35], [2.39, 1.39, 8.63], [3.46, 1.87, 8.20], [1.96, 1.50, 9.73], [-0.37, -1.93, 5.40], [1.44, -0.73, 4.55], [2.80, 0.75, 5.99], [0.18, -0.09, 9.26], [-1.03, -1.65, 7.73], [-4.14, -1.39, 4.44], [-4.53, -1.89, 3.19], [-4.38, -3.26, 2.97], [-3.66, -4.10, 3.93], [-3.20, -3.52, 5.14], [-3.42, -2.15, 5.40], [-3.32, -5.52, 3.70], [-2.68, -6.19, 4.51], [-3.64, -6.05, 2.65], [-4.28, -0.32, 4.53], [-5.04, -1.28, 2.45], [-4.75, -3.73, 2.07], [-2.68, -4.06, 5.92], [-3.08, -1.71, 6.32], [-5.42, 6.14, 1.98], [-4.15, 5.90, 1.51], [-3.71, 4.70, 1.00], [-4.75, 3.83, 0.55], [-6.07, 4.05, 0.96], [-6.38, 5.18, 1.64], [-4.30, 2.56, -0.07], [-3.17, 2.42, -0.57], [-5.09, 1.63, -0.03], [-5.70, 7.06, 2.46], [-3.40, 6.66, 1.60], [-2.70, 4.55, 0.66], [-6.86, 3.38, 0.66], [-7.43, 5.36, 1.81]]
}

---

Number 1: electronic energy -4772.5940 hartree. Number 2: electronic energy -6025.3470 hartree. Number 3: electronic energy -3409.0766 hartree. Number 4: electronic energy -10350.7815 hartree.